Record 1
Formula: C18H15AuBrN4O5S
Source: OMol25
Level of theory: ωB97M-V with the def2-TZVPD basis set

## Properties
HOMO level (spin up / spin down): -7.79 / -8.13 eV
2S+1: 2
expectation value of S²: 0.754

Geometry as XYZ:
```
45
C18H15AuBrN4O5S ωB97M-V with the def2-TZVPD basis set
Au -0.73492 0.98909 0.40495
Br -2.30304 1.35019 -2.61308
S -0.33629 3.30423 0.45358
O 1.47833 0.92639 0.46908
O -4.10528 0.63796 3.39288
O -2.03147 0.41998 2.53336
O 1.61414 -4.78148 -1.94353
O 4.81835 -2.27721 -2.35398
N -2.99874 1.11699 0.05426
N -0.67134 -1.20140 0.15512
N 2.04405 2.09121 0.79039
N 2.72573 -2.83835 -1.71510
C -1.50319 -2.03062 0.78711
C 0.53098 -3.06669 -0.70950
C 2.05023 4.41944 1.14870
C 3.88223 -3.33036 -2.42602
C -5.16634 1.39800 0.98036
C -5.66979 1.70906 -0.26897
C 1.65980 -3.64257 -1.51116
C -3.25660 0.68714 2.50329
C -0.35796 -3.93327 -0.08429
C 1.34426 3.24942 0.81705
C -4.82250 1.70061 -1.36781
C 0.32501 -1.70691 -0.57613
C 3.36544 2.04141 1.08025
C -1.38347 -3.40735 0.67678
C -3.49529 1.39655 -1.14198
C -3.81791 1.10016 1.11580
C 3.38815 4.38903 1.43586
C 4.06590 3.16634 1.40270
H 3.78571 1.04940 1.02895
H 0.95709 -0.97691 -1.06611
H 3.91068 5.30001 1.69306
H 5.61233 -2.53253 -2.83208
H -6.71688 1.94999 -0.39998
H 3.60700 -3.56495 -3.45802
H 4.25472 -4.24247 -1.94936
H -2.25056 -1.56386 1.41361
H -0.21852 -4.99948 -0.20500
H -2.08350 -4.04488 1.19725
H -5.77134 1.36531 1.87395
H 1.48730 5.34130 1.17419
H 5.11853 3.08836 1.62861
H -5.17137 1.92060 -2.36517
H 2.84035 -1.96684 -1.22385
```

Record 2
Formula: C5H9NS2
Source: OMol25
Level of theory: ωB97M-V with the def2-TZVPD basis set

## Properties
HOMO level: -8.60 eV
structure (SMILES): CS[C@H]1SC[C@H]2N[C@H]12

Geometry as XYZ:
```
17
C5H9NS2 ωB97M-V with the def2-TZVPD basis set
S 1.26333 1.60127 -0.05785
S -0.49961 -0.08446 1.70773
N -1.01221 -1.51313 -1.68294
C -1.18486 -1.62538 -0.22910
C -1.94720 -1.04743 0.96675
C 0.53247 -0.03689 0.11179
C -0.60264 -0.40537 -0.82525
C 2.30399 1.24477 -1.49440
H -2.73370 -0.36994 0.70201
H 3.08745 0.49193 -1.25921
H 1.69528 0.88881 -2.34778
H -1.30222 0.45236 -0.84238
H 2.79167 2.21585 -1.77252
H -0.45850 -2.32447 0.12409
H -1.82351 -1.21154 -2.23047
H 1.28384 -0.80439 0.14412
H -2.28488 -1.79391 1.68594
```

Record 3
Formula: C9H17ClOSi
Source: OMol25
Level of theory: ωB97M-V with the def2-TZVPD basis set

## Properties
HOMO level: -9.52 eV
structure (SMILES): C[Si](C)(C)[C@@]1(Cl)CCCCC1=O

Geometry as XYZ:
```
29
C9H17ClOSi ωB97M-V with the def2-TZVPD basis set
Cl -0.41081 2.23513 0.09679
Si 1.75851 0.08001 0.01666
O -0.22597 -1.23461 1.55545
C 2.63234 1.43077 -1.02332
C -2.25819 -0.05784 1.31430
C 2.48782 0.42214 1.76032
C -0.74541 -0.31768 1.02282
C -1.10266 -0.02856 -1.43601
C -0.04972 0.46208 -0.02358
C 1.81260 -1.79218 -0.42013
C -3.11060 -0.63233 0.10398
C -2.53010 0.09382 -1.16302
H 1.50399 -2.20587 -1.36488
H -0.83486 0.60251 -2.19740
H -2.73906 1.20741 -0.98873
H 2.49288 1.21039 -2.15188
H 2.22474 1.36030 2.27288
H 2.10541 2.50634 -0.87903
H 1.01738 -2.25524 0.15512
H -0.56594 -1.05160 -1.59313
H -2.72003 0.97604 1.52868
H -4.21236 -0.30147 0.14743
H 3.50566 0.73912 1.82310
H 3.63420 1.63350 -1.04331
H 2.77461 -2.18019 -0.14695
H -3.14088 -0.27315 -2.02734
H -2.40330 -0.58090 2.30787
H 2.29644 -0.32896 2.52577
H -3.19669 -1.71898 -0.17247
```

Record 4
Formula: C41H58BF4O6P
Source: OMol25
Level of theory: ωB97M-V with the def2-TZVPD basis set

## Properties
HOMO level: -9.24 eV
structure (SMILES): CCCCCCCCCCCCCCCCO[P@](=O)(O)OB(O)OC.Fc1ccccc1.Fc1ccccc1.Fc1ccccc1.Fc1ccccc1

Geometry as XYZ:
```
111
C41H58BF4O6P ωB97M-V with the def2-TZVPD basis set
P -3.77070 -0.33629 -0.80311
F -5.46156 2.42568 -6.69029
F 7.61683 2.80832 0.02891
F 0.97273 -0.97048 5.36332
F -8.03632 -0.46433 -1.22004
O -4.11396 0.83727 0.19802
O -0.38743 -1.94218 -0.75454
O -3.46046 0.10344 -2.15802
O -4.94947 -1.40019 -0.72575
O -2.37203 -2.80244 -1.78220
O -2.52450 -1.08133 -0.13621
C -2.18492 1.30450 -7.70273
C 5.22203 -2.33210 2.27439
C -7.88834 0.10080 -5.28231
C 0.09324 -4.77984 6.58924
C -5.00094 0.64151 1.32690
C -4.05120 3.25093 -8.38184
C 8.68523 4.09176 -3.16906
C 4.22987 2.49704 1.01762
C -3.38216 1.37763 -7.00658
C -4.29182 2.35102 -7.36480
C -0.20970 -2.97289 5.02808
C -8.00582 -0.27360 -2.56870
C -6.96804 0.45894 -3.09595
C 3.22845 -3.97321 2.07043
C -2.39069 1.08894 2.82877
C 2.17287 2.28591 2.59637
C 0.68063 -2.22249 5.77000
C -1.91551 2.19756 -8.73063
C -4.50407 -0.33068 2.37846
C -8.99507 -0.82745 -3.35198
C -6.90375 0.64231 -4.46752
C 4.47223 -3.52991 2.86969
C 7.67130 3.61581 -3.98848
C 8.67081 3.82248 -1.80855
C 4.31154 -1.18917 1.81674
C 0.98384 -4.00361 7.31772
C -0.49991 -4.26360 5.44560
C 6.61622 2.57999 -2.08821
C -8.93121 -0.62848 -4.72429
C 1.28704 -2.71341 6.90798
C -3.55310 0.27466 3.41874
C 4.96929 1.16663 0.89990
C -2.84773 3.16931 -9.06671
C 2.70835 2.36504 1.15282
C 4.83743 0.23232 2.12670
C 1.50424 0.92353 2.87944
C 0.05549 0.89306 2.35741
C -1.01621 0.80518 3.45004
C 6.63929 2.86289 -3.44616
C 0.14591 -2.98450 0.06838
C 7.63420 3.07046 -1.29483
B -1.75638 -1.94846 -0.92389
H -9.69891 -1.04940 -5.35936
H -2.63840 3.86890 -9.86455
H -0.13794 -5.78595 6.91147
H 2.99951 2.39560 3.29503
H -0.77722 1.54312 4.21617
H 4.08027 -1.27530 0.75720
H -2.60675 2.15462 2.87241
H 5.16712 -4.36888 2.89040
H -4.11897 0.85430 4.14801
H 2.26679 3.24624 0.68684
H 7.68602 3.83168 -5.04814
H -1.01630 -0.18775 3.89057
H -5.99829 0.37661 0.97754
H 5.83029 0.11706 2.55825
H 2.32210 -3.81766 2.65038
H 2.36550 1.51474 0.56294
H 1.44602 -4.40263 8.21040
H -1.73774 -3.45717 -2.07468
H -5.82063 -0.98407 -0.69128
H 1.98290 -2.09307 7.45642
H -2.29697 0.82971 1.77952
H -9.79055 -1.40163 -2.89647
H -6.21620 0.87286 -2.43482
H -0.16367 1.79852 1.79150
H 3.27875 -5.04180 1.87216
H 0.99749 -3.42988 -0.43824
H 4.21961 0.68543 2.89504
H -4.79468 3.99684 -8.62817
H 4.62925 0.64238 0.00585
H -0.58832 -3.76767 0.26754
H 3.15303 -3.46786 1.11285
H 6.02360 1.38210 0.76766
H 3.36579 -1.31143 2.34673
H -5.38763 -0.69672 2.90451
H 9.44681 4.18879 -1.15021
H 5.84794 -2.69279 1.45736
H -3.60783 0.69804 -6.19515
H 4.42220 3.04781 0.09434
H -5.09440 1.62316 1.78532
H 5.82547 1.98956 -1.64699
H 2.05826 0.17278 2.31988
H -0.97905 2.13792 -9.26844
H 9.49220 4.67652 -3.58938
H 4.20182 -3.33859 3.90606
H -6.08970 1.20429 -4.89401
H 0.47318 -2.58081 1.02186
H -7.84041 0.24685 -6.35301
H -1.19144 -4.86760 4.87378
H 1.53729 0.68909 3.93689
H 1.42980 3.05983 2.77068
H -0.66215 -2.54960 4.14098
H -3.13857 -0.56263 3.98177
H 4.65064 3.09953 1.82187
H -1.46043 0.54653 -7.43813
H -0.10075 0.04573 1.69816
H 5.84621 2.49266 -4.08159
H -4.03961 -1.20768 1.93367
H 5.91161 -1.96548 3.03432
```